C28H77AsF6N7O7 as an isolated structure at a distorted geometry, computed with the ωB97M-V functional and the def2-TZVPD basis.

For the HOMO energy, the calculation gives -5.84 eV. The total energy is -132190.390 eV. The energy relative to the best compared isomer or geometry (same formula, charge and spin) comes out at 94.2 kcal per mole. Its total charge is -1.

Last column: Mulliken charge in e.
Cartesian coordinates (Å):
As 0.587660 12.948306 -22.821370  1.8806
F 0.940584 13.660245 -21.255491  -0.5006
F 0.894056 14.525105 -23.681073  -0.5223
F 0.305221 12.160086 -24.440406  -0.3588
F 0.168411 11.403695 -22.071117  -0.3587
F -1.150841 13.529935 -22.697089  -0.4884
F 2.388824 12.466849 -23.032381  -0.6002
C 0.246324 17.139173 -25.491978  -1.2651
C -1.090953 17.046830 -26.254899  0.2167
C -0.889532 16.701368 -27.796797  -0.5001
O -2.117977 16.707572 -28.503047  -0.3791
C -2.937876 17.872823 -28.346142  -0.7014
N -1.942687 15.991295 -25.612963  -0.5673
H 0.271464 16.993108 -24.412098  0.2517
H 0.578054 18.167696 -25.634133  0.4519
H 1.030608 16.519042 -25.926069  0.1964
H -1.571358 18.023073 -26.189680  0.5646
H -0.471258 15.694931 -27.811904  0.0747
H -0.165611 17.439494 -28.142058  0.4371
H -3.463680 17.788286 -27.395097  0.2215
H -3.623611 17.963173 -29.188585  0.2571
H -2.286060 18.718841 -28.128251  0.3447
H -1.359686 15.168505 -25.556180  0.1042
H -2.289791 16.114076 -24.672451  0.1432
C -1.967738 10.778566 -27.424409  -1.2296
C -2.772225 10.090815 -26.359868  0.6705
C -2.761600 10.689609 -24.949375  0.0051
O -3.658022 9.956354 -24.138065  -0.4393
C -3.593346 10.233799 -22.731367  -0.5345
N -4.142664 10.039225 -26.793754  -0.8797
H -1.808072 11.788273 -27.046131  0.1999
H -2.454785 10.935327 -28.386861  0.4809
H -1.025489 10.264918 -27.615289  0.1944
H -2.514634 9.032074 -26.331707  0.2092
H -3.068341 11.735549 -24.953492  0.2687
H -1.744333 10.697154 -24.557962  -0.2960
H -4.069048 9.453884 -22.136778  0.2794
H -4.060917 11.127434 -22.317988  0.2924
H -2.531393 10.132134 -22.507726  0.1544
H -4.660541 9.586146 -26.054415  0.3283
H -4.529333 10.969805 -26.861556  0.2565
C 1.529502 12.985274 -27.878637  -1.4135
C 2.720342 12.160290 -27.297571  0.3663
C 3.665451 13.102167 -26.532815  -0.2852
O 4.878157 12.409446 -26.285502  -0.4280
C 5.887920 13.284537 -25.826160  -0.3864
N 2.128249 11.203923 -26.400782  -0.0478
H 1.833003 13.733847 -28.610496  0.5077
H 0.930834 13.449610 -27.094998  0.0399
H 0.779531 12.397466 -28.407915  0.5069
H 3.120415 11.705364 -28.203710  0.3676
H 3.213692 13.495198 -25.622035  -0.1883
H 3.852029 14.022495 -27.086260  0.5529
H 6.699128 12.642990 -25.481988  0.4078
H 5.499405 13.869103 -24.992233  -0.1662
H 6.359054 13.903156 -26.589991  0.2783
H 1.431108 10.748538 -26.972387  0.1934
H 1.508736 11.752212 -25.821392  -0.3114
C 3.678884 16.636730 -24.692366  -1.0460
C 5.009856 16.613654 -23.945922  1.0156
C 6.264087 17.132244 -24.597023  -0.9163
O 6.514670 16.550339 -25.873358  -0.2011
C 7.801478 16.970164 -26.374060  -0.8771
N 4.791366 17.357380 -22.733530  -0.9215
H 2.814453 16.704666 -24.031878  0.4054
H 3.458359 15.798297 -25.353040  -0.0690
H 3.726254 17.514252 -25.337200  0.4380
H 5.301445 15.611596 -23.631312  -0.0687
H 7.122523 16.927074 -23.957431  0.3949
H 6.171912 18.218345 -24.595866  0.3479
H 7.869436 18.058032 -26.377477  0.3620
H 7.831134 16.704019 -27.430649  0.2622
H 8.660182 16.400451 -26.018874  0.3219
H 4.398340 18.202135 -23.123429  0.3350
H 4.038080 17.025868 -22.148081  0.2746
C -1.035517 15.681439 -19.568803  -1.1948
C -2.055051 16.582086 -20.164593  0.6484
C -2.675329 16.041272 -21.502582  -0.4440
O -3.786343 16.971555 -21.859022  -0.4661
C -4.389828 16.613006 -23.081294  -0.3945
N -3.134694 16.709298 -19.198945  -0.8779
H -0.213569 15.509633 -20.263773  0.1818
H -1.290000 14.654425 -19.306910  0.1945
H -0.629925 16.202878 -18.701803  0.3563
H -1.702998 17.606314 -20.287563  0.3157
H -3.095161 15.060646 -21.278491  0.3827
H -1.908750 15.989017 -22.275705  0.0567
H -4.843748 15.627574 -22.976442  0.3204
H -3.720254 16.697462 -23.937242  0.0369
H -5.318063 17.141884 -23.297563  0.3290
H -3.926855 16.902270 -19.795059  0.3103
H -3.038418 17.604385 -18.741068  0.2707
C 3.146374 9.907662 -21.275429  -0.8770
C 3.362042 9.431951 -22.743697  -0.2464
C 2.014283 9.180257 -23.523478  0.9612
O 2.213265 8.544434 -24.781139  -0.4521
C 1.142010 8.143855 -25.621866  -0.4864
N 4.073787 10.490178 -23.408485  -0.5637
H 4.085173 10.095186 -20.754290  0.4040
H 2.583602 9.164742 -20.710216  0.1158
H 2.521619 10.800702 -21.291307  0.1339
H 3.943467 8.510527 -22.775461  0.3831
H 1.538145 10.125960 -23.782413  -0.5758
H 1.406952 8.508962 -22.916345  0.1384
H 0.499558 7.374110 -25.194256  0.3271
H 1.576543 7.771527 -26.549587  0.2868
H 0.631889 9.011978 -26.039283  -0.0654
H 4.803244 10.890328 -22.835880  0.2988
H 3.312447 11.144655 -23.298448  0.3326
C -0.787890 7.119926 -20.386657  -1.2421
C -0.380955 8.055506 -19.220653  0.5367
C -1.210744 9.371009 -19.131986  -0.5543
O -0.717120 10.252045 -18.101208  -0.4294
C -1.661402 11.276970 -17.841944  -0.5496
N -0.401751 7.369695 -17.946402  -0.7814
H -0.543714 6.063209 -20.277851  0.4017
H -0.430336 7.665142 -21.260149  0.1226
H -1.876205 7.068023 -20.418016  0.3554
H 0.616303 8.466046 -19.378871  0.1105
H -2.223807 9.141741 -18.801469  0.4240
H -1.084509 9.894402 -20.079734  0.2506
H -1.212343 11.910520 -17.077051  0.2576
H -2.599785 10.832896 -17.509794  0.3155
H -1.660296 11.810837 -18.792251  0.1645
H -0.333448 8.040999 -17.194880  0.2827
H -1.305671 6.927901 -17.857837  0.2791

Cartesian forces (eV/Å) of the 6 atoms listed first:
As 0.0 0.6 -1.3
F -0.1 -0.5 -1.1
F 0.0 -1.7 0.9
F -0.2 1.1 1.8
F 0.3 1.2 -0.4
F 2.0 -1.0 -0.2